No. 1
Below is a 3-piece molecular cluster, C22H53N2O6P overall in a non-equilibrium geometry, with properties calculated with ωB97M-V with the def2-TZVPD basis set.

Cartesian coordinates (Å):
P 3.12467 5.84886 4.95238
O 3.55427 4.41840 5.89689
O 1.49868 6.36341 5.36554
O 3.38776 5.64146 3.24351
O 4.12856 7.01749 5.42665
O -0.46899 2.62190 4.16626
O 0.35032 -5.79542 -3.62080
N -0.07967 3.42967 6.89953
N 2.88334 -6.51606 -4.77807
C 1.80395 3.43169 -0.61649
C 2.21736 5.06955 2.55966
C -6.09620 0.47994 -2.50533
C 2.02993 0.82243 -1.51136
C 0.02164 -2.36145 -2.03519
C -1.43775 -2.16553 -1.31354
C -1.58005 3.09192 4.93610
C -2.68549 -1.98406 -2.41156
C -3.79599 -0.88923 -1.80882
C 1.91703 1.83998 -0.22482
C 0.48751 0.36636 -1.96795
C 1.22249 -7.94752 -5.84805
C -0.46026 1.22062 3.94461
C 1.87691 -7.55829 -4.52422
C 0.59945 -1.03621 -2.80839
C -4.95568 -0.64594 -2.95380
C 0.86541 -7.11857 -3.44196
C -1.40000 2.94927 6.46418
C 2.98922 4.37086 0.03421
C -1.59952 1.52250 6.97091
C 2.34164 5.56137 0.96608
C -0.72792 -5.70513 -4.53842
H -6.00499 1.44180 -3.16861
H -1.46385 -1.34909 -0.46745
H -6.07789 0.71159 -1.34313
H 0.61997 2.96091 6.31730
H -4.37589 -0.32047 -3.94464
H 0.13366 -0.84967 -3.87764
H 2.39370 -8.44924 -4.14743
H -2.20320 -1.59596 -3.40520
H 1.18002 5.48985 2.92649
H 0.36043 -8.60273 -5.68078
H 2.56276 1.38499 -2.38931
H 0.75360 3.82086 -0.25406
H -0.75002 0.87190 6.74526
H 0.88591 -7.08057 -6.42334
H 1.38986 -7.10104 -2.47907
H -2.16601 3.57040 6.94402
H 0.04815 -7.84230 -3.33435
H -1.66459 4.16075 4.70598
H -3.20327 -3.02092 -2.64435
H -1.72265 1.51907 8.05956
H -0.16310 0.31806 -0.99663
H -1.32682 -4.82936 -4.27291
H -0.13561 -3.19244 -2.87726
H 2.59557 -0.16064 -1.16187
H 2.37739 -5.64498 -4.96097
H 3.74485 3.76989 0.71221
H -0.34646 -5.54650 -5.54913
H 1.25604 5.78958 0.54276
H 1.63553 7.09878 6.04069
H -1.67927 -3.19776 -0.76471
H 0.95546 1.56919 0.40080
H -1.46926 0.81312 3.82911
H 1.93422 -8.49129 -6.47897
H -2.51353 2.62847 4.59389
H -2.49904 1.07434 6.53451
H 0.79409 -2.85057 -1.27087
H 0.01066 4.41287 6.63795
H 4.32108 3.96809 5.40980
H 2.90611 1.70696 0.40538
H -7.16657 0.00681 -2.72873
H 1.91910 3.52274 -1.79395
H 3.38082 -6.32582 -3.90653
H 1.76345 -1.22725 -2.98972
H -4.21956 -1.31309 -0.78520
H 3.05836 6.48528 0.91764
H -5.45333 -1.69204 -3.23020
H 3.59734 4.88676 -0.83262
H 0.09767 1.02628 3.02423
H 0.06511 0.71662 4.75836
H -1.37411 -6.58769 -4.50654
H 2.24485 3.88972 2.52895
H -3.15126 0.08686 -1.57868
H 0.13188 1.22468 -2.70778

## Properties
* highest occupied orbital energy: -9.281 eV
* LUMO energy: -0.09 eV
* DFT total energy: -1772.09350 a.u.

=====

No. 2
Below is C34H79ClIN11O11P3S2 as an isolated structure in a non-equilibrium geometry, with properties calculated with ωB97M-V with the def2-TZVPD basis set.

Cartesian coordinates (Å):
I 1.18507 4.82619 2.24683
Cl 0.37715 -4.72110 0.39775
S 4.67809 1.42461 1.83877
S -1.29896 -3.74808 -0.30896
P 3.76088 2.95779 2.56750
P -5.53265 -7.67258 -3.71520
P 3.73492 6.42946 -4.58721
O -2.09235 -4.71933 -0.99396
O -3.52010 -1.69240 5.20807
O -0.84073 -2.65840 -1.11632
O 4.07559 4.19943 1.57906
O 2.45469 6.31785 -3.77998
O -1.52979 0.86583 4.67302
O -6.27495 -6.64978 -2.88072
O 0.60173 1.95291 -2.68158
O -1.10371 2.44932 3.19474
O 4.46466 3.38028 3.96716
O 1.95979 4.13425 4.90352
N 2.59227 2.61787 -1.79119
N 5.47709 6.39826 -4.98171
N 3.44402 7.92837 -5.35972
N 1.32323 0.35936 6.21860
N -5.70340 -9.03359 -2.68573
N 0.35633 2.33613 4.97203
N -5.01619 -8.63280 -5.12914
N -3.95579 -6.94475 -3.57656
N -0.89167 4.58900 4.86830
N -3.53997 2.44558 3.09572
N 3.42954 5.08147 -5.64625
C 2.63632 -0.44041 3.73598
C 3.49448 9.06899 -4.45247
C -4.75721 -10.11591 -2.54226
C 3.15022 -1.47389 4.78908
C -1.80455 -0.94424 2.41693
C -3.19005 -7.12486 -2.35069
C 2.51455 5.23546 -6.77018
C 1.36134 1.92328 -1.75254
C 0.68835 2.08249 0.69187
C -2.40204 2.49609 3.26552
C -0.44618 1.42422 4.07246
C 1.22582 1.65024 2.07850
C 1.05932 1.11247 -0.47935
C 1.18646 -1.79449 2.36421
C 0.30195 0.63859 2.92278
C 1.91273 2.79921 2.88097
C 1.68408 2.83795 4.43604
C -2.18803 -3.17613 1.15296
C -5.83706 -8.32582 -6.31819
C -2.41812 -1.64666 1.16533
C -3.31391 -0.58312 7.38711
C -3.97272 -5.52908 -3.93692
C 0.78327 1.67704 6.31367
C -0.53100 3.44456 5.63331
C 6.29919 6.17867 -3.77557
C -0.76036 0.09469 1.92654
C 1.13963 -0.60928 3.38652
C -3.62619 -8.75454 -5.53395
C 3.91138 8.31384 -6.67246
C -1.56533 -0.25738 5.53602
C -3.05855 -0.52231 5.87352
C 6.02491 5.61225 -6.07517
C 3.08323 3.87985 -4.89431
C -7.06708 -9.54561 -2.62338
H -7.31289 -10.15162 -3.50867
H 5.96581 4.53374 -5.90535
H -1.89402 4.66573 4.77167
H 4.53139 9.35888 -4.22413
H -3.50013 -1.48916 1.16519
H 4.45923 3.84465 0.76456
H -7.21115 -10.15783 -1.73132
H -1.40110 0.88027 1.51568
H -0.35366 2.39582 0.65482
H -4.77859 -10.81809 -3.38931
H 3.97125 -1.02928 5.36047
H -5.61898 -7.32899 -6.72062
H -3.56650 -9.50453 -6.32906
H -1.09270 -0.12694 6.51458
H 2.35921 4.08041 5.78147
H 1.34967 -1.43281 1.34283
H -4.33440 -1.46828 4.74992
H 2.99324 8.83605 -3.51164
H 5.36764 3.66600 3.76263
H -2.63764 -0.40537 2.87425
H -1.19825 -1.21598 5.16307
H -0.49501 5.44045 5.23327
H -3.02219 -1.56592 7.76910
H 3.71733 3.79135 -4.00762
H -3.66320 0.31316 5.49285
H 3.24312 -0.64862 2.85174
H -1.64464 -3.52352 2.03386
H 7.35163 6.38498 -3.97604
H -2.96327 -5.19606 -4.18904
H -7.78450 -8.72575 -2.56517
H -1.45299 -1.69175 3.12557
H 2.03961 3.88718 -4.56179
H 1.58554 5.74890 -6.49558
H -0.06236 1.64716 7.00179
H 4.98054 8.57210 -6.68674
H -2.35180 -6.43829 -2.31956
H 2.97893 9.92920 -4.88225
H 2.38164 3.56295 -2.10803
H 3.35511 9.19024 -7.01156
H 0.68460 -1.05681 4.27394
H -2.99927 -9.11614 -4.72219
H -4.35864 -4.90001 -3.12794
H 2.36203 -1.79851 5.47234
H 2.52136 2.29354 4.88672
H 0.94106 -0.23901 6.93863
H 1.50726 2.32443 6.81712
H 2.03117 0.98313 1.74176
H 1.25279 2.96322 0.36548
H 5.98406 6.85990 -2.97804
H 3.55063 -2.33932 4.25767
H 0.21507 0.48272 -0.76754
H 0.33129 -2.46498 2.43278
H -4.38292 -0.46453 7.58541
H -1.44375 2.98457 6.02048
H -3.15450 -3.68414 1.14632
H -3.73663 -9.76300 -2.41747
H -2.74368 -8.12072 -2.30450
H 2.96818 0.54740 4.06188
H -4.59999 -5.36258 -4.81769
H -6.90002 -8.35905 -6.05895
H 2.05654 -2.42808 2.55886
H 2.25347 4.25898 -7.18111
H -2.06538 -1.17498 0.24352
H -0.02465 3.81099 6.52609
H 2.98360 5.77706 -7.59254
H 7.07967 5.87987 -6.19289
H 1.96613 0.53176 -0.27023
H -5.67597 -9.06346 -7.10590
H -3.79278 -6.96684 -1.44822
H 3.24966 2.98762 -5.50158
H -4.98950 -10.68270 -1.63759
H 5.54137 5.84431 -7.02084
H 3.73620 7.54426 -7.41969
H -3.20290 -7.82135 -5.91598
H 6.20840 5.15170 -3.39892
H -2.81061 0.24526 7.89470
H -0.30607 -0.32961 1.03527
H 2.32880 0.35660 6.33254
H 3.00936 2.65073 -0.86627

## Properties
* highest occupied orbital energy: -9.003 eV
* LUMO energy: -3.05 eV
* total charge: +1
* DFT total energy: -5350.72934 a.u.
* relative energy (zero: lowest compared OMol25 entry of this formula, charge and spin): 0.0 kJ/mol

=====

No. 3
Below is a 2-piece molecular cluster, C13H29FN2O4PS2 overall, with properties calculated with ωB97M-V with the def2-TZVPD basis set.

Cartesian coordinates (Å):
S -2.61954 0.55274 -1.38803
S -0.84640 0.16370 1.97148
P -0.84560 -0.10996 -0.99169
F -2.38422 0.39362 1.86519
O 0.33221 -3.71196 -1.08631
O -0.22489 1.40959 1.68412
O 0.71992 3.49421 -2.21074
O -0.64055 -0.52258 3.20029
N 0.35189 -3.61605 0.18931
N 0.26378 6.31273 -2.85985
C 2.62018 -2.88346 -0.24746
C 1.33724 3.24276 -0.96632
C -0.99950 -4.15499 2.24157
C -0.59161 5.58615 -1.91818
C -0.55818 -0.97064 0.61693
C -1.56346 -2.14894 0.72059
C -1.91886 -4.47834 -0.03340
C 0.97272 -1.25198 0.70625
C 1.43626 -2.72551 0.70170
C -0.57271 4.07134 -2.14051
C -0.24224 6.01389 -0.49613
C 1.91274 -3.09629 2.10845
C -1.00482 -3.58629 0.80390
H -1.23372 -3.39574 2.98671
H -0.56283 7.04135 -0.32856
H 1.19978 -2.83345 2.88053
H 1.19703 5.91337 -2.81673
H -1.74964 -4.93964 2.32541
H 0.59882 2.96109 -0.20764
H -1.03033 3.86003 -3.10965
H 3.50086 -2.43422 0.21175
H 0.18997 0.82830 -1.00670
H -2.85803 -4.62014 0.49968
H 0.83398 5.98058 -0.32407
H -1.45139 -5.45046 -0.18612
H 1.91919 4.09081 -0.59664
H -0.05704 -4.60822 2.50297
H 1.36814 -0.78898 1.60923
H -2.12301 -4.05155 -1.01060
H 2.15732 -4.15620 2.16929
H -0.39715 -1.10977 -1.86847
H 2.82464 -2.53379 2.31185
H -2.21245 -2.08552 -0.15350
H 2.44469 -2.38287 -1.19594
H -1.17025 3.55689 -1.37541
H -1.62232 5.89925 -2.11275
H -0.05220 6.14745 -3.81011
H 2.81274 -3.93493 -0.44583
H 1.46268 -0.73306 -0.11983
H 2.02804 2.41010 -1.11402
H -0.72864 5.37605 0.24404
H -2.22326 -1.99051 1.56997

## Properties
* highest occupied orbital energy (alpha / beta): -8.852 / -9.056 eV
* <S²>: 0.75
* LUMO energy (alpha / beta): 0.50 / -0.12 eV
* multiplicity: 2
* DFT total energy: -2160.70414 a.u.
* relative energy (zero: lowest compared OMol25 entry of this formula, charge and spin): 0.0 kJ/mol

=====

No. 4
Below is a 2-piece molecular cluster, C3H8IN overall in a non-equilibrium geometry, with properties calculated with ωB97M-V with the def2-TZVPD basis set.

Cartesian coordinates (Å):
I 3.11280 0.01922 0.02087
N 1.26854 0.62057 0.62334
C -0.90029 0.99700 -0.54942
C -0.04478 -1.39056 -0.05587
C 0.01529 0.11013 0.21766
H -0.52426 2.09236 -0.52732
H -1.04970 -1.75855 0.37911
H -1.84357 0.74431 -0.20769
H 0.69036 -1.84306 0.55247
H 1.27489 1.62714 0.31002
H -0.92644 0.66377 -1.60803
H -0.94123 -0.13095 1.94857
H -0.13160 -1.75137 -1.10370

## Properties
* highest occupied orbital energy (alpha / beta): -8.004 / -7.573 eV
* LUMO energy (alpha / beta): -0.53 / -0.51 eV
* DFT total energy: -471.38152 a.u.
* relative energy (zero: lowest compared OMol25 entry of this formula, charge and spin): 348.2 kJ/mol